No. 1
21
Properties=species:S:1:pos:R:3 method="wB97M-V/def2-TZVPD" homo_lumo_gap_ev=10.08 total_charge=0 e_homo_ev=-9.125
N 0.411 -1.345 0.008
C 1.916 0.437 -0.791
C 1.453 0.161 1.682
C -0.840 -0.997 -0.014
C -2.039 -1.850 -0.097
C -1.009 1.371 -1.005
C -0.670 0.470 0.165
C 0.917 -0.002 0.265
H 2.040 1.525 -0.772
H 2.900 -0.013 -0.617
H -1.752 -2.888 -0.278
H -0.631 0.969 -1.949
H 2.399 -0.382 1.801
H 1.644 1.215 1.906
H -2.686 -1.506 -0.907
H -2.592 -1.793 0.844
H -0.579 2.368 -0.865
H -2.094 1.493 -1.096
H 1.597 0.152 -1.797
H -1.134 0.839 1.089
H 0.750 -0.223 2.427

No. 2
21
Properties=species:S:1:pos:R:3 method="wB97M-V/def2-TZVPD" multiplicity=2 homo_lumo_gap_ev="10.48 / 5.85" total_charge=+2 e_homo_ev="-19.342 / -19.325"
O -1.193 -2.147 -0.997
N -1.355 -0.181 -1.872
N 0.028 -1.783 1.169
C 1.250 1.232 1.823
C -0.952 1.258 -2.149
C -0.827 -0.948 -0.927
C -0.248 -0.437 0.352
C 1.090 0.370 0.538
H 2.094 -0.418 0.385
H -1.709 1.848 -1.457
H 2.523 1.323 1.912
H 0.875 -1.824 1.562
H -0.830 1.419 -3.159
H -0.037 1.500 -1.565
H -0.027 -2.549 0.374
H 0.861 0.626 2.735
H 1.300 0.855 -0.393
H -1.907 -0.664 -2.556
H -1.098 0.212 0.741
H -0.763 -1.900 1.800
H 0.925 2.207 1.684

No. 3
18
Properties=species:S:1:pos:R:3 method="wB97M-V/def2-TZVPD" homo_lumo_gap_ev=10.14 total_charge=0 e_homo_ev=-9.859
O 2.227 -0.612 -2.584
O -0.569 2.633 -0.331
N 1.300 0.852 3.643
N -1.691 0.869 0.775
C -0.911 1.488 -0.261
C 0.937 0.270 2.713
C -0.972 -0.345 1.247
C -0.871 0.277 -1.178
C -1.635 -0.416 -0.057
C 0.529 -0.393 1.467
H -2.542 -1.001 -0.204
H 2.059 -0.828 -3.507
H -1.490 0.452 -2.068
H 0.833 -1.449 1.529
H 0.110 -0.111 -1.484
H 3.121 -0.932 -2.401
H 1.098 0.051 0.638
H -1.533 -0.806 2.062

No. 4
8
Properties=species:S:1:pos:R:3 method="wB97M-V/def2-TZVPD" homo_lumo_gap_ev="7.50 / 7.50" total_charge=0 e_homo_ev="-10.273 / -10.273"
Cl -0.589 0.490 2.282
S 1.009 0.336 -0.961
S 0.950 -0.968 0.649
P -1.162 0.703 -0.680
O -0.016 -1.975 0.424
O 2.213 -1.316 1.242
H -1.089 2.023 -0.943
H -1.316 0.707 -2.013

Here are the calculated energy relative to the best compared isomer or geometry (same formula, charge and spin) numbers, same order: 19.14 96.44 62.13 110.48 (kcal per mole).